(1)
Below is the molecule C5H12O2, with properties calculated with wB97M-V/def2-TZVPD.

Last column: Löwdin charge in e.
Cartesian coordinates (Å):
C1 0.238 1.116 2.344  -0.10
C2 0.323 0.044 1.271  -0.21
C3 -0.094 0.509 -0.109  -0.39
O1 0.600 1.699 -0.389  -0.02
C4 0.161 -0.510 -1.198  -0.40
C5 -0.780 -1.687 -1.099  -0.03
O2 -0.011 0.197 -2.420  -0.04
H1 0.822 1.985 2.045  0.07
H2 -0.793 1.457 2.484  0.08
H3 0.620 0.745 3.301  0.07
H4 1.340 -0.352 1.216  0.12
H5 -0.305 -0.799 1.548  0.10
H6 -1.153 0.772 -0.105  0.15
H7 0.542 1.862 -1.339  0.09
H8 1.229 -0.792 -1.179  0.16
H9 -1.812 -1.332 -1.171  0.09
H10 -0.608 -2.406 -1.895  0.08
H11 -0.648 -2.196 -0.144  0.08
H12 0.328 -0.313 -3.162  0.10

Multiplicity ... 1
Energy ... -9474.5622 eV
ΔE to the lowest compared entry with this formula, charge and spin ... 0.574 eV
SMILES string ... CC[C@@H](O)[C@@H](C)O
HOMO energy ... -0.367 hartree
Net charge ... 0

=====

(2)
Below is C3H4CuO5 as an isolated structure in a non-equilibrium geometry, with properties calculated with wB97M-V/def2-TZVPD.

Last column: Löwdin charge in e.
Cartesian coordinates (Å):
O1 -2.409 -2.242 1.489  0.05
C1 -1.761 -1.475 0.776  -0.78
O2 -0.730 -1.749 0.101  -0.08
Cu1 1.128 -1.055 -0.735  0.64
O3 -2.266 -0.207 0.664  -0.10
O4 2.768 3.125 -0.281  0.15
C2 2.133 2.018 -0.076  -0.24
O5 2.318 0.968 -0.618  0.06
H1 2.217 3.902 -0.094  0.14
C3 -3.295 0.033 -0.271  -0.09
H2 -3.394 -0.801 -0.984  0.10
H3 -4.229 0.116 0.296  0.09
H4 -3.130 0.978 -0.812  0.08

Multiplicity ... 2
Energy ... -58049.5312 eV
<S²> ... 0.7529
ΔE to the lowest compared entry with this formula, charge and spin ... 1.081 eV
HOMO energy (alpha / beta) ... -0.298 / -0.298 hartree
Net charge ... 0

=====

(3)
Below is a 4-piece molecular cluster, C23H26F24INO6S overall in a non-equilibrium geometry, with properties calculated with wB97M-V/def2-TZVPD.

Last column: Löwdin charge in e.
Cartesian coordinates (Å):
C1 6.662 2.934 -2.659  -0.11
O1 6.688 3.607 -3.888  -0.16
C2 5.513 3.436 -4.658  -0.12
C3 4.515 4.618 -4.518  -0.35
O2 4.868 5.515 -3.530  0.05
O3 3.166 4.137 -4.447  -0.04
C4 2.607 4.071 -3.173  -0.35
C5 1.456 3.069 -3.208  -0.25
C6 1.884 1.613 -3.248  -0.72
C7 2.323 1.106 -4.616  -0.17
I1 0.093 0.492 -2.705  0.88
N1 1.996 5.378 -2.723  0.10
C8 1.501 6.071 -3.614  -0.78
S1 0.787 6.866 -4.744  0.78
H1 7.667 2.893 -2.253  0.09
H2 6.046 3.438 -1.902  0.08
H3 6.297 1.908 -2.740  0.09
H4 5.820 3.370 -5.695  0.13
H5 5.048 2.492 -4.376  0.10
H6 4.568 5.183 -5.443  0.16
H7 5.145 5.062 -2.725  0.09
H8 3.324 3.715 -2.435  0.15
H9 0.745 3.323 -3.989  0.12
H10 0.929 3.224 -2.269  0.08
H11 2.588 1.373 -2.462  0.07
H12 1.803 1.620 -5.415  0.09
H13 3.392 1.257 -4.753  0.05
H14 2.168 0.036 -4.658  0.04
C9 -1.310 -3.841 0.122  -0.04
C10 -1.563 -3.198 -1.253  -0.44
C11 -2.754 -3.722 -2.059  -0.30
F1 -2.603 -5.021 -2.377  0.10
F2 -2.845 -3.024 -3.216  0.09
F3 -0.437 -3.254 -1.993  0.11
F4 -1.820 -1.879 -1.016  0.06
O4 -0.293 -4.838 0.204  0.05
C12 -0.552 -6.169 -0.036  -0.54
C13 0.259 -6.676 -1.233  -0.28
F5 -0.075 -6.005 -2.350  0.11
F6 -0.012 -7.987 -1.431  0.10
F7 -1.863 -6.415 -0.167  0.15
F8 -0.134 -6.858 1.059  0.13
H15 -0.929 -3.032 0.744  0.15
H16 -2.235 -4.162 0.592  0.12
H17 -3.687 -3.593 -1.502  0.17
H18 1.328 -6.550 -1.048  0.18
C14 -2.883 -5.375 6.555  -0.04
C15 -3.030 -3.841 6.559  -0.44
C16 -4.363 -3.256 6.087  -0.31
F9 -4.607 -3.555 4.795  0.10
F10 -4.314 -1.908 6.191  0.10
F11 -2.012 -3.291 5.863  0.13
F12 -2.886 -3.447 7.855  0.10
O5 -2.191 -5.966 5.464  0.05
C17 -2.846 -6.318 4.305  -0.53
C18 -2.286 -5.559 3.102  -0.27
F13 -2.451 -4.227 3.253  0.10
F14 -2.957 -5.933 1.983  0.09
F15 -4.180 -6.169 4.415  0.15
F16 -2.612 -7.632 4.097  0.15
H19 -2.250 -5.596 7.413  0.15
H20 -3.831 -5.874 6.752  0.15
H21 -5.189 -3.621 6.704  0.17
H22 -1.223 -5.768 2.973  0.17
C19 -2.243 3.642 0.906  -0.03
C20 -1.380 3.025 2.029  -0.44
C21 -1.404 3.706 3.403  -0.31
F17 -0.919 4.960 3.359  0.10
F18 -0.619 2.999 4.252  0.09
F19 -0.107 2.903 1.602  0.13
F20 -1.856 1.763 2.230  0.10
O6 -1.571 4.479 -0.035  0.04
C22 -1.385 5.817 0.251  -0.53
C23 0.104 6.177 0.286  -0.28
F21 0.743 5.484 1.250  0.10
F22 0.234 7.496 0.562  0.10
F23 -2.026 6.187 1.374  0.15
F24 -1.948 6.518 -0.759  0.14
H23 -2.590 2.799 0.310  0.15
H24 -3.146 4.115 1.291  0.14
H25 -2.420 3.726 3.807  0.17
H26 0.572 5.958 -0.677  0.15

Multiplicity ... 1
Energy ... -122201.8387 eV
ΔE to the lowest compared entry with this formula, charge and spin ... 0.282 eV
SMILES string ... COC[C@H](O)O[C@H](C[C@H](C)I)N=C=S.FC(F)C(F)(F)COC(F)(F)C(F)F.FC(F)C(F)(F)COC(F)(F)C(F)F.FC(F)C(F)(F)COC(F)(F)C(F)F
HOMO energy ... -0.341 hartree
Net charge ... 0

=====

(4)
Below is a 2-piece molecular cluster, C20H27BrN6P overall in a non-equilibrium geometry, with properties calculated with wB97M-V/def2-TZVPD.

Last column: Löwdin charge in e.
Cartesian coordinates (Å):
C1 -3.038 0.495 4.172  -0.10
C2 -4.080 0.978 3.141  -0.25
C3 -4.306 0.005 1.983  -0.16
C4 -3.023 -0.406 1.299  -0.29
C5 -2.752 -1.772 1.057  -0.08
N1 -1.661 -2.207 0.484  0.12
C6 -0.783 -1.248 0.089  -0.20
C7 0.416 -1.647 -0.574  -0.25
P1 0.806 -3.410 -0.896  0.92
C8 1.446 -4.186 0.634  -0.30
C9 -0.692 -4.347 -1.384  -0.33
C10 1.299 -0.677 -0.994  -0.15
C11 2.576 -0.939 -1.703  -0.22
C12 2.845 -0.295 -2.906  -0.03
C13 4.050 -0.522 -3.547  -0.16
N2 5.016 -1.337 -3.122  0.06
C14 4.745 -1.923 -1.954  -0.15
C15 3.579 -1.776 -1.228  -0.05
C16 1.018 0.699 -0.742  0.03
C17 -0.099 1.099 -0.089  -0.13
C18 -0.372 2.554 0.212  -0.09
C19 0.316 3.561 -0.708  -0.66
N3 -0.267 4.935 -0.360  0.04
N4 1.731 3.611 -0.520  -0.01
N5 -0.013 3.330 -2.121  0.08
C20 -1.040 0.122 0.331  -0.14
N6 -2.175 0.532 0.960  0.20
H1 -2.240 1.218 4.328  0.07
H2 -2.598 -0.460 3.882  0.07
H3 -3.521 0.334 5.138  0.06
H4 -5.029 1.069 3.679  0.09
H5 -3.857 1.978 2.775  0.10
H6 -4.869 -0.880 2.284  0.11
H7 -4.899 0.528 1.224  0.11
H8 -3.482 -2.511 1.377  0.11
H9 1.880 -5.142 0.328  0.03
H10 2.238 -3.597 1.090  0.02
H11 0.683 -4.427 1.382  0.03
H12 -1.369 -4.487 -0.539  0.01
H13 -0.364 -5.346 -1.679  0.02
H14 -1.208 -3.857 -2.205  0.03
H15 2.117 0.373 -3.348  0.12
H16 4.244 0.005 -4.477  0.10
H17 5.522 -2.568 -1.553  0.10
H18 3.457 -2.315 -0.299  0.09
H19 1.755 1.413 -1.094  0.05
H20 -1.450 2.714 0.141  0.10
H21 -0.116 2.793 1.248  0.13
H22 -1.128 4.819 0.172  0.04
H23 0.370 5.342 0.319  0.05
H24 2.050 3.284 0.378  -0.01
H25 2.131 4.506 -0.759  0.06
H26 0.658 3.883 -2.646  0.07
H27 -0.891 3.818 -2.277  0.06
Br1 4.372 2.283 -0.381  -0.53

Multiplicity ... 1
Energy ... -109452.6641 eV
HOMO energy ... -0.135 hartree
Net charge ... -1

=====

(5)
Below is a 2-piece molecular cluster, C4H5BrClN overall in a non-equilibrium geometry, with properties calculated with wB97M-V/def2-TZVPD.

Last column: Löwdin charge in e.
Cartesian coordinates (Å):
C1 1.857 -2.404 0.302  -0.29
C2 -0.620 0.556 0.013  -0.13
C3 1.032 -1.274 0.553  -0.22
C4 0.040 -0.749 -0.454  -0.69
N1 2.697 -3.215 0.313  0.21
Cl1 -1.088 -2.196 -0.407  0.65
Br1 3.237 0.556 0.167  0.00
H1 -0.055 1.014 0.816  0.06
H2 -0.829 1.410 -0.674  0.09
H3 -1.703 0.462 0.341  0.09
H4 0.746 -0.986 1.583  0.13
H5 0.331 -0.632 -1.495  0.11

Multiplicity ... 1
Energy ... -88281.1350 eV
ΔE to the lowest compared entry with this formula, charge and spin ... 1.626 eV
HOMO energy (alpha / beta) ... -0.364 / -0.365 hartree
Net charge ... 0

=====

(6)
Below is a 2-piece molecular cluster, C4H15N3O overall, with properties calculated with wB97M-V/def2-TZVPD.

Last column: Löwdin charge in e.
Cartesian coordinates (Å):
N1 -0.210 1.265 -1.959  0.04
C1 0.232 0.307 -0.926  -0.41
C2 -0.970 -0.355 -0.252  -0.19
C3 -1.887 0.560 0.559  -0.27
N2 -1.199 1.327 1.608  0.00
C4 1.208 -0.740 -1.483  -0.26
N3 2.617 -0.472 -1.324  0.00
H1 0.178 1.051 -2.866  0.05
H2 -1.221 1.275 -2.054  0.06
H3 0.782 0.901 -0.190  0.11
H4 -0.591 -1.153 0.387  0.09
H5 -1.486 -0.905 -1.036  0.12
H6 -2.362 1.305 -0.071  0.10
H7 -2.643 -0.058 1.053  0.11
H8 -0.474 1.868 1.148  0.06
H9 -0.778 0.678 2.258  0.04
H10 0.985 -1.708 -1.031  0.11
H11 0.968 -0.871 -2.541  0.11
H12 2.985 0.234 -1.942  0.06
H13 2.856 -0.268 -0.368  0.06
H14 0.215 -0.900 3.619  0.03
H15 -0.055 -2.417 3.505  0.04
O1 0.126 -1.624 2.994  -0.05

Multiplicity ... 1
Energy ... -10908.7551 eV
ΔE to the lowest compared entry with this formula, charge and spin ... 0.784 eV
SMILES string ... NCC[C@H](N)CN.O
HOMO energy ... -0.325 hartree
Net charge ... 0

=====

(7)
Below is the molecule C28H27N3O3S, with properties calculated with wB97M-V/def2-TZVPD.

Last column: Löwdin charge in e.
Cartesian coordinates (Å):
C1 -6.934 1.015 -3.050  -0.09
H1 -6.940 1.732 -2.221  0.09
O1 -6.058 1.417 -4.074  -0.09
C2 -4.733 1.550 -3.781  -0.28
C3 -4.161 1.315 -2.538  -0.01
C4 -2.797 1.484 -2.355  -0.02
C5 -1.982 1.891 -3.397  -0.21
C6 -2.562 2.126 -4.642  -0.04
C7 -3.914 1.958 -4.835  0.00
H2 -4.367 2.139 -5.797  0.12
H3 -1.940 2.444 -5.466  0.11
C8 -0.492 2.077 -3.245  -0.12
N1 -0.031 2.088 -1.876  0.08
C9 0.875 1.207 -1.423  -0.42
O2 1.405 0.364 -2.118  0.07
C10 1.170 1.347 0.087  -0.12
C11 2.642 1.401 0.384  -0.17
C12 3.549 0.499 -0.163  -0.01
C13 4.886 0.615 0.184  -0.13
N2 5.352 1.532 1.014  0.06
C14 4.492 2.395 1.525  -0.15
C15 3.135 2.377 1.244  -0.01
H4 2.474 3.105 1.691  0.11
H5 4.912 3.135 2.194  0.10
H6 5.622 -0.068 -0.218  0.11
H7 3.221 -0.260 -0.854  0.11
N3 0.500 0.225 0.757  0.07
C16 -0.826 0.352 0.971  -0.42
O3 -1.431 1.366 0.662  0.05
C17 -1.526 -0.831 1.629  -0.09
C18 -0.883 -1.242 2.908  -0.54
C19 -0.494 -0.448 3.942  -0.14
C20 0.086 -1.172 5.009  -0.18
C21 0.122 -2.506 4.774  -0.40
S1 -0.552 -2.911 3.245  1.05
H8 0.497 -3.287 5.404  0.06
H9 0.456 -0.714 5.908  0.10
H10 -0.614 0.621 3.939  0.12
H11 -2.561 -0.520 1.804  0.13
H12 -1.536 -1.671 0.932  0.12
C22 1.227 -0.973 0.992  -0.26
C23 1.077 -2.060 0.142  -0.01
C24 1.788 -3.221 0.381  -0.03
C25 2.663 -3.315 1.455  -0.28
C26 2.821 -2.210 2.285  -0.03
C27 2.114 -1.046 2.058  -0.02
H13 2.237 -0.196 2.713  0.13
H14 3.504 -2.262 3.120  0.12
C28 3.408 -4.583 1.733  -0.04
H15 2.893 -5.151 2.508  0.08
H16 4.415 -4.370 2.086  0.08
H17 3.468 -5.203 0.842  0.08
H18 1.664 -4.064 -0.282  0.11
H19 0.417 -1.985 -0.710  0.13
H20 0.690 2.258 0.464  0.15
H21 -0.546 2.657 -1.221  0.14
H22 -0.195 3.016 -3.731  0.13
H23 0.039 1.258 -3.743  0.13
H24 -2.386 1.299 -1.375  0.08
H25 -4.760 1.001 -1.698  0.10
H26 -7.923 0.983 -3.503  0.09
H27 -6.678 0.021 -2.668  0.09

Multiplicity ... 1
Energy ... -50923.1239 eV
ΔE to the lowest compared entry with this formula, charge and spin ... 0.000 eV
SMILES string ... COc1ccc(CNC(=O)[C@H](c2ccncc2)N(C(=O)Cc2cccs2)c2ccc(C)cc2)cc1
HOMO energy ... -0.305 hartree
Net charge ... 0

=====

(8)
Below is a 2-piece molecular cluster, C6H11NOS overall in a non-equilibrium geometry, with properties calculated with wB97M-V/def2-TZVPD.

Last column: Löwdin charge in e.
Cartesian coordinates (Å):
C1 -0.232 -1.169 0.913  0.01
C2 0.920 -1.615 0.465  -0.36
C3 -0.669 -0.244 -0.072  -0.28
C4 1.935 -2.420 1.142  -0.04
C5 -1.810 2.037 -0.289  -0.10
C6 -1.981 0.530 -0.070  -0.17
N1 0.191 -0.214 -1.069  0.02
O1 1.171 -1.066 -0.773  -0.03
S1 1.651 2.297 -1.053  0.53
H1 -0.607 -1.542 1.872  0.13
H2 1.860 -3.564 0.923  0.11
H3 1.913 -2.173 2.236  0.09
H4 3.029 -2.208 0.725  0.12
H5 -2.817 2.389 -0.339  0.06
H6 -1.572 2.253 -1.259  0.03
H7 -1.216 2.512 0.459  0.07
H8 -2.637 0.049 -0.813  0.12
H9 -2.579 0.294 0.801  0.10
H10 1.248 2.637 -2.330  -0.16
H11 2.201 1.218 -1.469  -0.26

Multiplicity ... 1
Energy ... -20770.7775 eV
ΔE to the lowest compared entry with this formula, charge and spin ... 2.571 eV
SMILES string ... CCc1cc(C)on1.S
HOMO energy ... -0.317 hartree
Net charge ... 0